This record from the Open Molecules 2025 dataset describes a 11-piece molecular cluster, C23H68F3N16O13S overall at a distorted geometry. The level of theory is the ωB97M-V functional and the def2-TZVPD basis.

Results
HOMO energy: -6.99 eV
F_max: 5.67 eV Å⁻¹
LUMO energy: 2.1 eV
Gap between HOMO and LUMO: 9.05 eV
Total charge: -1
Molar mass: 865.96 g mol⁻¹
Energy: -94404.7668 eV

```
124
C23H68F3N16O13S the ωB97M-V functional and the def2-TZVPD basis
C -3.027 0.652 -4.236
S 0.768 0.049 0.340
H -3.552 -0.878 2.295
O 1.345 1.345 0.714
N -1.076 4.085 0.254
O -4.183 0.123 -3.649
O 3.957 -1.486 -5.763
C 3.402 -4.793 0.988
H 3.092 1.122 1.200
H 1.073 4.336 -2.276
H -2.293 1.892 4.367
C 2.664 -0.949 4.731
N -7.125 1.976 -2.279
N -1.504 1.550 6.722
H -1.824 4.632 -0.144
H 1.658 0.498 3.875
H 1.682 -3.117 1.103
N -0.805 1.660 -6.375
C 1.528 -5.370 2.627
H 0.621 2.653 1.123
C -1.531 1.111 4.356
H 0.830 2.727 6.287
H -0.766 1.100 -7.215
H -0.989 2.547 -6.826
H 5.033 -0.306 -3.784
C 3.414 -1.108 -4.773
C 2.260 3.322 4.455
C -5.075 1.184 -3.282
H 0.452 3.860 -5.325
N -3.198 -0.466 1.444
H -2.962 -3.328 1.393
N 4.378 -0.675 0.278
H 1.057 -5.283 3.606
H 4.486 2.088 1.711
H 1.617 -1.092 -3.697
O 1.769 -1.003 0.334
H 1.530 5.102 -3.861
C 3.138 -5.148 -1.325
C -0.611 1.421 5.585
H -5.370 1.651 -4.224
C -6.278 0.807 -2.357
C 4.944 0.371 0.836
H -2.250 -0.218 1.193
H 4.953 -1.390 -0.142
H 2.637 -2.317 2.092
C 1.705 4.283 -3.163
N -2.948 -3.710 2.327
F 1.073 -0.191 -2.442
O -5.202 -1.018 0.666
H 3.638 -6.106 -1.469
H 3.917 -5.723 1.234
H 0.700 3.399 2.703
F -0.380 1.467 -1.811
H 1.262 -1.084 3.212
O 1.525 3.066 -3.770
C 0.096 0.202 -1.563
C -0.709 4.113 1.506
H -4.497 2.003 -2.850
C 0.203 2.667 5.395
H -8.046 1.751 -1.935
H 2.444 1.552 -5.788
H 2.534 -2.766 3.913
H 4.048 -3.980 0.653
H -1.119 -2.046 1.979
H -7.590 -0.304 -3.769
H 3.877 -4.357 -1.465
H -4.170 -0.872 -1.379
C -1.849 -3.700 2.991
C 2.628 -4.397 2.274
O -1.136 4.850 2.325
H 2.970 2.808 5.104
O 3.186 -0.197 5.560
H 1.437 0.703 -6.819
H 2.746 4.293 -2.838
N 1.777 -0.505 3.859
H -7.101 2.292 -3.239
H 1.658 2.324 -7.306
H 0.103 0.609 5.726
H -2.574 -0.168 -0.809
H -2.036 0.146 4.362
F -0.911 -0.699 -1.813
H 0.823 -5.248 1.804
H 2.058 4.317 4.854
H -2.573 -0.061 -4.925
N 2.008 -3.108 2.060
H 2.464 -4.926 -2.153
N 4.056 -0.551 -3.738
H 2.676 3.577 3.480
C 0.338 1.745 -5.505
C -4.068 -0.641 0.476
C -7.276 -0.337 -2.726
H -0.812 3.267 -0.275
H 3.442 -0.203 -3.016
H 0.275 0.861 -4.870
O -1.459 -4.602 3.757
H 3.404 -0.937 0.384
H 1.599 -1.711 -5.284
H -5.940 0.567 -1.348
C 1.565 1.707 -6.413
H -0.565 3.051 -4.096
H -0.963 1.748 7.552
H -0.334 3.616 5.429
N 4.087 1.279 1.258
H -0.035 -2.880 3.020
O 2.487 -4.967 -0.048
H -3.594 -4.430 2.615
H 3.379 -4.360 3.064
H -2.097 2.340 6.509
H -3.001 1.635 -4.708
H -2.297 0.666 -3.425
O -0.436 -0.261 1.173
N 0.342 3.390 1.758
H -1.123 1.266 3.356
O 1.099 2.519 4.228
N 2.150 -1.430 -4.486
C 0.391 3.028 -4.621
O 6.160 0.617 0.868
N -0.983 -2.737 2.703
H 1.924 -6.382 2.536
H 3.321 -2.746 5.500
N 2.867 -2.276 4.731
H -6.751 -1.278 -2.557
H -8.190 -0.332 -2.132
N -3.543 -0.431 -0.722
```

This record from the Open Molecules 2025 dataset describes a 2-piece molecular cluster, C4H12 overall. The level of theory is the ωB97M-V functional and the def2-TZVPD basis.

Results
HOMO energy: -11.73 eV
F_max: 0.95 eV Å⁻¹
LUMO energy: 1.1 eV
Gap between HOMO and LUMO: 12.85 eV
SMILES string: CC.CC
Total charge: 0
Molar mass: 60.14 g mol⁻¹
Energy: -4342.3040 eV

```
16
C4H12 the ωB97M-V functional and the def2-TZVPD basis
C -1.716 -1.005 -0.941
H 2.397 -0.143 2.352
H 1.777 0.715 -0.515
H 3.212 -0.171 -0.010
H 1.145 0.979 2.001
H -2.970 0.356 -1.978
H 1.705 -0.909 0.201
H 2.823 1.459 1.838
C 2.119 0.649 1.662
H -2.381 -1.870 -0.852
C 2.186 0.070 0.257
H -1.006 -1.161 -0.135
C -2.583 0.264 -0.974
H -1.077 -1.015 -1.824
H -3.433 0.175 -0.307
H -2.051 1.158 -0.651
```

This record from the Open Molecules 2025 dataset describes an isolated ion of composition C4H9N2O and charge +1 at a distorted geometry. The level of theory is the ωB97M-V functional and the def2-TZVPD basis.

Results
HOMO energy (alpha / beta): -12.03 / -11.20 eV
F_max: 5.62 eV Å⁻¹
LUMO energy (alpha / beta): -4.6 / -4.3 eV
Gap between HOMO and LUMO (alpha / beta): 7.41 / 6.92 eV
Total charge: +1
Molar mass: 101.13 g mol⁻¹
Energy: -9310.7183 eV

```
16
C4H9N2O the ωB97M-V functional and the def2-TZVPD basis
H -0.621 -2.588 0.543
H 1.865 -1.915 0.062
C -1.345 0.401 -0.296
C 1.009 0.177 0.446
H 2.370 1.575 0.676
H -0.840 0.627 -1.181
H -2.578 2.144 -0.415
H 1.203 -0.898 -1.324
C 0.885 -1.138 -0.235
C -0.518 -1.724 0.066
H -2.972 0.983 0.767
N 2.062 0.919 0.053
O -1.526 -0.841 0.082
H 0.670 0.403 1.432
H 2.619 0.566 -0.763
N -2.282 1.308 0.088
```

This record from the Open Molecules 2025 dataset describes C26H35MgN2O2P as an isolated structure. The level of theory is the ωB97M-V functional and the def2-TZVPD basis.

Results
HOMO energy: -7.19 eV
F_max: 0.86 eV Å⁻¹
LUMO energy: 0.5 eV
Gap between HOMO and LUMO: 7.73 eV
Total charge: 0
Molar mass: 462.86 g mol⁻¹
Energy: -49342.3916 eV

```
67
C26H35MgN2O2P the ωB97M-V functional and the def2-TZVPD basis
H -3.666 0.832 -1.127
H 2.791 -0.827 1.545
C -1.708 2.544 -0.536
C -3.166 2.846 -0.630
H 3.536 4.236 -0.414
C -2.383 -1.570 0.862
H -2.618 -2.278 -1.754
N -0.886 3.554 -0.464
C 3.326 -3.825 -2.326
Mg 0.509 1.085 -0.115
H 5.257 2.730 0.054
H -5.388 5.384 -0.288
C 1.832 -3.806 -0.439
H 4.910 1.374 -1.035
H -2.952 4.911 -0.137
P 0.339 -1.487 0.327
C 4.636 1.846 -0.087
C 2.766 3.484 -0.307
C 2.128 -1.824 -1.752
N 0.423 3.082 -0.289
H 0.536 5.432 -1.681
H 0.802 0.477 2.454
H -6.103 1.287 -1.303
C -5.418 2.085 -1.046
H -0.728 -0.345 2.824
H 0.783 -2.907 3.884
H 0.508 5.806 0.025
H 3.489 -1.978 -3.404
H 2.735 -1.514 3.176
C 2.401 -1.654 2.143
H 2.835 -2.582 1.769
C 3.171 2.183 -0.111
H -1.601 -0.832 -1.664
H 4.834 1.125 0.706
H -0.714 -2.943 2.958
H -0.767 -4.294 -0.567
H 0.699 -3.857 2.406
C -1.620 -1.910 -1.495
O -1.350 1.280 -0.495
C 0.358 -0.437 2.862
C 0.371 -2.926 2.870
H 1.920 -0.779 -1.939
C 3.022 -2.496 -2.575
H -0.903 -2.392 -2.163
C -1.431 -3.775 0.125
C 0.868 -1.691 2.123
H -2.455 -4.073 -0.123
H -2.334 -0.483 0.772
C 2.732 -4.478 -1.253
C -4.057 1.827 -0.953
C -1.335 -2.256 -0.025
H -1.227 -4.121 1.136
H 0.657 -0.486 3.913
H -2.274 -1.852 1.911
C 1.119 5.363 -0.763
C -3.655 4.129 -0.390
H 2.969 -5.515 -1.049
C 1.401 3.925 -0.439
O 2.373 1.164 0.034
C 1.512 -2.468 -0.678
H 4.026 -4.352 -2.962
H 2.044 5.927 -0.871
H -6.962 3.568 -0.877
C -5.900 3.365 -0.809
H 1.381 -4.335 0.391
C -5.015 4.384 -0.479
H -3.381 -1.887 0.542
```